Record 1
Density functional theory data (ωB97M-V/def2-TZVPD) for C4H7NO2 in the gas phase.

Properties
charge: 0
LUMO energy: 0.0358 Ha
multiplicity: 1
SMILES: C=C1NOCCO1
E_tot: -9843.466 eV
M: 101.10 g mol⁻¹
energy relative to the best compared isomer or geometry (same formula, charge and spin): 3.814 eV
orbital gap: 9.57 eV

```
14
C4H7NO2 | the Open Molecules 2025 dataset | ωB97M-V/def2-TZVPD
O 0.0854 -0.8701 1.0777
O 0.9014 1.4545 -0.0559
N -0.3329 1.3647 0.6827
C 1.2581 -0.8708 0.2470
C -0.8262 0.0423 0.6431
C 1.1277 0.2483 -0.7718
C -2.0232 -0.3086 0.1792
H 2.1281 -0.6989 0.8884
H 2.0368 0.3910 -1.3584
H -0.9760 1.9902 0.2033
H -2.3123 -1.3508 0.1921
H 1.3386 -1.8569 -0.2266
H 0.2944 0.0393 -1.4582
H -2.6999 0.4260 -0.2425
```

***

Record 2
Density functional theory data (ωB97M-V/def2-TZVPD) for C4H7NO2 in the gas phase.

Properties
charge: 0
LUMO energy: 0.0309 Ha
multiplicity: 1
SMILES: [H]/N=C(\C)OCC=O
E_tot: -9845.177 eV
M: 101.10 g mol⁻¹
energy relative to the best compared isomer or geometry (same formula, charge and spin): 2.103 eV
orbital gap: 10.68 eV

```
14
C4H7NO2 | the Open Molecules 2025 dataset | ωB97M-V/def2-TZVPD
O 0.1079 -1.0379 -0.6606
O 1.7374 1.2482 0.8491
N -0.1646 1.1574 -1.1670
C 1.9769 0.2759 0.1835
C 1.1725 -1.0088 0.3267
C -1.9327 0.0019 0.1422
C -0.6498 0.1150 -0.6370
H -1.7576 0.3294 1.1755
H -2.3063 -1.0235 0.1562
H -2.7039 0.6487 -0.2791
H -0.7740 1.9540 -0.9941
H 0.7479 -1.0394 1.3378
H 1.7956 -1.9000 0.1718
H 2.7506 0.2793 -0.6049
```

***

Record 3
Density functional theory data (ωB97M-V/def2-TZVPD) for 2 unconnected molecules or ions with the total composition C4H7NO2 in a non-equilibrium geometry.

Properties
charge: 0
LUMO energy: 0.0254 Ha
multiplicity: 1
SMILES: C=C=O.NCC=O
E_tot: -9844.895 eV
M: 101.10 g mol⁻¹
energy relative to the best compared isomer or geometry (same formula, charge and spin): 2.385 eV
orbital gap: 9.81 eV

```
14
C4H7NO2 | the Open Molecules 2025 dataset | ωB97M-V/def2-TZVPD
O 2.2348 -1.7140 -0.3246
O -0.4258 2.0269 2.0010
N -1.0715 -0.5167 0.4503
C -0.1448 -1.4731 -0.1342
C -0.2606 2.0563 0.8421
C 1.3034 -1.0164 -0.0232
C 0.0156 2.2417 -0.4302
H -2.0054 -0.6338 0.0775
H 1.4784 0.0005 0.3678
H -1.1420 -0.6129 1.4575
H -0.3485 -1.5506 -1.2096
H -0.2996 1.5239 -1.1732
H 0.4638 3.1938 -0.6944
H -0.1539 -2.4974 0.2783
```

***

Record 4
Density functional theory data (ωB97M-V/def2-TZVPD) for a molecular structure, C4H7NO2 in a non-equilibrium geometry.

Properties
charge: 0
LUMO energy: 0.0259 Ha
multiplicity: 1
E_tot: -9844.342 eV
M: 101.10 g mol⁻¹
energy relative to the best compared isomer or geometry (same formula, charge and spin): 2.938 eV
orbital gap: 9.31 eV

```
14
C4H7NO2 | the Open Molecules 2025 dataset | ωB97M-V/def2-TZVPD
O -0.9049 1.3096 1.4362
O 1.6366 -0.2698 1.8209
N 1.3633 -0.3457 -0.5412
C -1.0600 -0.8443 -1.0549
C 1.1402 0.1524 0.6460
C 0.0798 1.1239 0.4974
C 0.1464 0.0614 -1.1254
H 2.1932 -1.0440 1.6583
H -1.1207 -1.3496 -0.0907
H 0.3480 2.0703 0.0442
H -1.1029 0.4660 1.8615
H 0.2508 0.5554 -2.0944
H -1.9789 -0.2805 -1.2200
H -0.9909 -1.6052 -1.8381
```

***

Record 5
Density functional theory data (ωB97M-V/def2-TZVPD) for C4H7NO2 in the gas phase.

Properties
charge: 0
LUMO energy: 0.0293 Ha
multiplicity: 1
SMILES: O=C[C@@H]1NC[C@@H]1O
E_tot: -9845.016 eV
M: 101.10 g mol⁻¹
energy relative to the best compared isomer or geometry (same formula, charge and spin): 2.264 eV
orbital gap: 10.21 eV

```
14
C4H7NO2 | the Open Molecules 2025 dataset | ωB97M-V/def2-TZVPD
O 0.0757 -0.4500 1.8215
O -0.2887 -1.9852 -1.2504
N 0.1309 0.7652 -1.2552
C -0.9775 -1.3416 -0.4928
C -0.8816 0.1651 -0.3831
C -0.0418 0.5647 0.8534
C 1.1079 0.7869 -0.1465
H 0.3946 0.1270 -2.0031
H -1.8865 0.6029 -0.4591
H -1.7255 -1.8283 0.1616
H 1.8062 -0.0623 -0.1481
H 1.0056 -0.5618 2.0481
H 1.6724 1.7217 -0.0598
H -0.3918 1.4956 1.3134
```

***

Record 6
Density functional theory data (ωB97M-V/def2-TZVPD) for C4H7NO2 in the gas phase.

Properties
charge: 0
LUMO energy: 0.0265 Ha
multiplicity: 1
SMILES: O/N=C1/CC[C@H]1O
E_tot: -9843.758 eV
M: 101.10 g mol⁻¹
energy relative to the best compared isomer or geometry (same formula, charge and spin): 3.522 eV
orbital gap: 10.33 eV

```
14
C4H7NO2 | the Open Molecules 2025 dataset | ωB97M-V/def2-TZVPD
O 1.5345 -0.6890 0.7771
O -1.0354 -1.3145 1.9257
N -1.5329 -0.1750 1.2130
C 0.7192 0.7223 -1.0782
C 0.5557 -0.5505 -0.2188
C -0.7838 1.0647 -0.8742
C -0.7923 0.0078 0.2038
H 1.3757 1.4263 -0.5605
H -1.4107 0.7968 -1.7309
H -0.5453 -0.9189 2.6577
H 1.4314 -1.5649 1.1671
H 0.4477 -1.4627 -0.8212
H -1.0304 2.0810 -0.5579
H 1.0666 0.5764 -2.1026
```

***

Results for HOMO energy: -8.60, -9.84, -9.12, -8.61, -9.42, -9.61 (in eV, following the order of the records).